[1]
{
  "formula": "C17H17NO2",
  "method": "wB97M-V/def2-TZVPD",
  "smiles": "C[C@]12CCc3c(cnc4cc(O)ccc34)[C@@H]1CCC2=O",
  "total_charge": 0,
  "lumo_ev": 0.05,
  "homo_energy_ev": -8.28,
  "elements": ["C", "C", "C", "C", "C", "C", "C", "N", "C", "C", "C", "O", "C", "C", "C", "C", "C", "C", "C", "O", "H", "H", "H", "H", "H", "H", "H", "H", "H", "H", "H", "H", "H", "H", "H", "H", "H"],
  "positions_angstrom": [[0.069, 0.861, -2.883], [0.563, 1.623, -1.556], [1.911, 1.127, -0.983], [1.759, -0.215, -0.274], [0.540, -0.419, 0.473], [-0.573, 0.322, 0.277], [-1.779, 0.038, 0.933], [-1.998, -1.047, 1.743], [-0.868, -1.750, 1.994], [-1.008, -2.859, 2.841], [-0.036, -3.807, 3.044], [-0.334, -4.888, 3.764], [1.115, -3.811, 2.235], [1.435, -2.669, 1.540], [0.463, -1.548, 1.416], [-0.407, 1.675, -0.422], [-1.612, 2.522, -1.079], [-0.967, 3.652, -1.762], [0.429, 3.098, -1.992], [1.332, 3.770, -2.508], [0.283, 1.420, -3.791], [0.462, -0.097, -3.035], [-0.975, 0.556, -2.972], [2.345, 1.736, -0.232], [2.591, 1.097, -1.924], [1.668, -0.984, -1.079], [2.629, -0.457, 0.275], [-2.708, 0.605, 0.702], [-2.021, -2.888, 3.325], [-1.204, -4.779, 4.111], [1.575, -4.727, 2.140], [2.414, -2.550, 1.011], [-0.056, 2.213, 0.430], [-2.256, 2.990, -0.272], [-2.313, 1.876, -1.656], [-1.043, 4.504, -1.076], [-1.425, 3.812, -2.756]],
  "mulliken_charge": [-1.641, 1.718, -1.487, -1.032, 1.310, 0.114, -0.762, -0.707, -0.131, 0.232, 0.715, -0.529, -0.679, -0.663, -0.737, 0.144, -1.113, -0.252, -0.303, -0.612, 0.405, 0.438, 0.344, 0.441, 0.352, 0.368, 0.633, 0.339, 0.271, 0.278, 0.486, 0.269, 0.449, 0.409, 0.354, 0.319, 0.260]
}



[2]
{
  "formula": "C30H34BF3O2",
  "method": "wB97M-V/def2-TZVPD",
  "total_charge": 0,
  "lumo_ev": -3.90,
  "homo_energy_ev": -6.07,
  "elements": ["C", "C", "C", "C", "C", "C", "O", "B", "C", "C", "C", "C", "C", "F", "F", "F", "C", "C", "C", "C", "O", "H", "H", "H", "H", "H", "H", "H", "H", "H", "H", "H", "H", "H", "H", "H", "H", "H", "H", "H", "H", "H", "C", "C", "C", "C", "C", "C", "C", "C", "C", "C", "C", "C", "C", "C", "C", "H", "H", "H", "H", "H", "H", "H", "H", "H", "H", "H", "H", "H"],
  "positions_angstrom": [[6.076, -0.991, -3.129], [4.847, -0.791, -2.257], [4.738, -1.958, -1.278], [4.774, 0.594, -1.452], [5.468, 0.620, -0.097], [5.376, 1.726, -2.294], [3.378, 0.781, -1.235], [2.719, -0.072, -2.181], [1.676, -1.279, -1.625], [1.524, -2.467, -2.336], [0.451, -3.335, -2.049], [-0.427, -3.021, -1.012], [-1.536, -3.958, -0.622], [-1.741, -3.936, 0.738], [-2.729, -3.583, -1.199], [-1.301, -5.255, -0.968], [-0.291, -1.824, -0.314], [0.786, -0.976, -0.588], [1.404, 0.881, -2.870], [1.206, 0.571, -4.324], [3.684, -0.715, -3.063], [6.981, -1.026, -2.513], [6.007, -1.944, -3.663], [6.187, -0.194, -3.865], [5.670, -2.055, -0.711], [3.909, -1.827, -0.573], [4.560, -2.887, -1.826], [6.539, 0.381, -0.175], [5.381, 1.629, 0.329], [4.999, -0.068, 0.609], [6.470, 1.613, -2.378], [4.932, 1.748, -3.293], [5.170, 2.686, -1.811], [2.212, -2.731, -3.139], [0.308, -4.232, -2.648], [-1.027, -1.527, 0.425], [0.890, -0.027, -0.052], [0.497, 0.706, -2.270], [1.687, 1.934, -2.721], [0.533, 1.317, -4.767], [2.156, 0.627, -4.866], [0.771, -0.421, -4.484], [-2.947, 0.538, 0.942], [-3.608, -0.665, 1.403], [-4.592, -1.328, 0.615], [-5.227, -2.469, 1.088], [-4.821, -3.050, 2.299], [-3.900, -2.389, 3.119], [-3.334, -1.189, 2.699], [-2.792, 1.642, 1.833], [-3.672, 2.726, 1.918], [-3.976, 3.500, 3.095], [-4.945, 4.550, 3.046], [-5.353, 5.207, 4.203], [-4.809, 4.876, 5.450], [-3.798, 3.911, 5.506], [-3.355, 3.258, 4.350], [-2.731, 0.625, -0.134], [-4.835, -0.944, -0.377], [-6.033, -2.941, 0.516], [-5.223, -4.019, 2.606], [-3.612, -2.813, 4.083], [-2.600, -0.680, 3.332], [-1.879, 1.668, 2.467], [-4.226, 3.001, 1.017], [-5.406, 4.801, 2.083], [-6.130, 5.968, 4.155], [-5.180, 5.342, 6.363], [-3.375, 3.649, 6.475], [-2.555, 2.513, 4.394]],
  "mulliken_charge": [-1.941, 1.636, -1.836, 1.686, -1.907, -2.002, -0.664, 1.877, -0.423, -0.677, -0.934, 0.397, 0.800, -0.264, -0.262, -0.288, -0.249, -0.906, -0.266, -1.211, -0.930, 0.312, 0.479, 0.371, 0.363, 0.241, 0.428, 0.316, 0.440, 0.369, 0.347, 0.351, 0.496, 0.472, 0.397, 0.398, 0.490, 0.104, 0.323, 0.374, 0.200, 0.286, -0.729, 0.779, -0.161, -0.662, -0.235, -0.703, -0.025, -0.728, -0.466, 0.994, -0.527, -0.454, -0.433, -0.588, -0.360, 0.459, 0.422, 0.363, 0.414, 0.384, 0.375, 0.722, 0.346, 0.309, 0.355, 0.373, 0.363, 0.221]
}